Here is an isolated ion of composition C5H16N5S and charge +1 at a distorted geometry from the OMol25 dataset. Energies are from ωB97M-V/def2-TZVPD.

## Properties
- SMILES string: C/C(N)=N/[N@H+](NN)C(C)(C)S
- Kohn-Sham gap: 10.3976 eV
- Largest force on an atom: 5.06 eV Å⁻¹
- Net charge: +1

Geometry as XYZ:
```
27
C5H16N5S | the OMol25 dataset | ωB97M-V/def2-TZVPD
S 1.418 1.813 -1.059
N 0.426 -1.790 -0.435
N -1.989 1.261 -1.037
N -0.967 -0.194 0.452
N -0.163 -2.304 -1.664
N 0.193 -0.463 -0.426
C 2.645 -0.525 0.163
C 1.413 0.358 0.072
C 1.158 0.936 1.438
C -3.051 0.609 1.111
C -1.908 0.583 0.139
H 0.683 1.948 1.290
H 3.310 -0.297 -0.606
H 2.244 -1.478 0.112
H -3.837 -0.068 0.681
H -3.338 1.612 1.527
H 2.235 1.118 1.802
H -2.727 1.836 -1.397
H -0.110 -2.324 0.294
H 0.152 -0.139 -1.405
H 0.448 -2.285 -2.473
H 3.047 -0.382 1.218
H -0.689 -3.197 -1.500
H -1.278 1.101 -1.754
H 0.640 0.155 2.123
H -2.685 0.125 2.004
H 2.729 1.990 -0.668
```

Here are the Löwdin charges for atoms 1 to 5, given in e: 0.83, -0.09, 0.18, 0.12, 0.05

=====

Here is a 2-piece molecular cluster, C5H16NO overall at a distorted geometry from the OMol25 dataset. Energies are from ωB97M-V/def2-TZVPD.

## Properties
- Kohn-Sham gap: 11.3379 eV
- Largest force on an atom: 2.01 eV Å⁻¹
- Net charge: +1

Geometry as XYZ:
```
23
C5H16NO | the OMol25 dataset | ωB97M-V/def2-TZVPD
O 0.271 0.369 2.900
N -0.938 1.728 0.918
C 0.368 -2.278 -1.423
C 0.755 -1.342 -0.216
C -1.344 1.067 -0.316
C -0.191 0.801 -1.278
C 0.995 0.107 -0.660
H -0.067 -1.540 0.476
H -0.225 2.446 0.779
H -0.656 0.214 -2.073
H 1.475 0.659 0.159
H -1.831 0.110 -0.127
H 0.862 -1.941 -2.333
H -0.708 -2.209 -1.556
H 1.816 0.057 -1.382
H -1.655 2.222 1.452
H -0.472 1.071 1.596
H -2.125 1.633 -0.829
H 0.690 -3.272 -1.131
H 1.692 -1.664 0.240
H -0.075 -0.374 3.398
H 1.177 0.449 3.202
H 0.184 1.688 -1.797
```

Here are the Löwdin charges for atoms 1 to 5, given in e: -0.02, 0.17, -0.08, -0.25, -0.17

=====

Here is a 3-piece molecular cluster, C5H16NO2 overall at a distorted geometry from the OMol25 dataset. Energies are from ωB97M-V/def2-TZVPD.

## Properties
- Kohn-Sham gap: 9.7196 eV
- Largest force on an atom: 3.05 eV Å⁻¹
- Net charge: +1

Geometry as XYZ:
```
24
C5H16NO2 | the OMol25 dataset | ωB97M-V/def2-TZVPD
O 2.239 0.169 1.005
O 0.890 -1.166 2.970
N -0.199 0.757 1.607
C -0.935 1.188 -0.754
C 0.542 -1.346 -2.411
C -1.226 0.478 -2.087
C -1.227 0.387 0.526
C -0.701 -0.937 -2.180
H -2.269 0.557 -2.338
H 0.681 -2.099 2.846
H 0.110 1.490 -0.699
H 0.901 -2.311 -2.624
H -0.717 1.111 -2.840
H -1.586 2.063 -0.693
H -2.233 0.611 0.962
H 0.251 -0.207 1.723
H 1.265 -0.547 -2.605
H 0.404 1.524 1.354
H -1.260 -0.681 0.264
H -1.521 -1.658 -2.176
H 2.991 -0.388 1.218
H 2.553 1.076 0.939
H 1.684 -1.069 3.509
H -0.636 1.001 2.486
```

Here are the Löwdin charges for atoms 1 to 5, given in e: -0.05, -0.04, 0.14, -0.18, 0.03

=====

Here is a 3-piece molecular cluster, C5H16NO2 overall at a distorted geometry from the OMol25 dataset. Energies are from ωB97M-V/def2-TZVPD.

## Properties
- Kohn-Sham gap: 10.0573 eV
- Largest force on an atom: 1.88 eV Å⁻¹
- Net charge: +1

Geometry as XYZ:
```
24
C5H16NO2 | the OMol25 dataset | ωB97M-V/def2-TZVPD
O 0.247 -2.304 -0.964
O 1.153 0.821 -3.261
N 1.595 0.280 -0.554
C -1.391 -0.246 2.239
C -0.655 1.224 0.202
C -1.565 1.013 1.423
C -1.062 -1.485 1.906
C 0.872 1.070 0.502
H -0.697 -2.277 -1.115
H 1.534 1.277 -4.023
H 1.900 -0.561 -0.071
H -1.586 1.928 2.004
H 0.898 0.596 1.470
H 1.171 -0.091 -3.594
H 0.522 -2.709 -0.143
H -1.064 -1.759 0.865
H -0.802 2.245 -0.145
H 0.957 0.041 -1.310
H -0.992 -2.251 2.664
H 1.340 2.043 0.621
H -1.555 -0.072 3.298
H -0.843 0.498 -0.585
H 2.401 0.732 -0.946
H -2.563 0.831 1.005
```

Here are the Löwdin charges for atoms 1 to 5, given in e: -0.05, -0.05, 0.19, -0.18, -0.16

=====

Here is a 3-piece molecular cluster, C5H16NO2 overall at a distorted geometry from the OMol25 dataset. Energies are from ωB97M-V/def2-TZVPD.

## Properties
- Kohn-Sham gap: 9.3248 eV
- Largest force on an atom: 2.60 eV Å⁻¹
- Net charge: +1

Geometry as XYZ:
```
24
C5H16NO2 | the OMol25 dataset | ωB97M-V/def2-TZVPD
O -4.287 -0.292 3.807
O -0.669 -0.280 2.216
N 0.527 -1.457 -0.809
C -0.143 -0.151 -0.820
C 1.900 1.057 -1.801
C -0.145 -2.527 -0.788
C 2.261 1.836 -0.458
C 0.475 0.644 -1.991
H -4.622 0.463 3.334
H 2.263 1.661 -2.628
H 0.413 -3.459 -0.707
H -1.225 -0.256 -0.850
H 1.544 -1.459 -0.852
H -1.394 0.285 2.541
H 2.902 1.123 0.065
H -0.773 -1.038 2.766
H -1.200 -2.663 -0.584
H -4.720 -0.332 4.677
H -0.150 1.540 -2.116
H 0.237 0.089 -2.904
H -0.016 0.427 0.090
H 2.583 0.197 -1.753
H 2.794 2.741 -0.703
H 1.447 1.850 0.269
```

Here are the Löwdin charges for atoms 1 to 5, given in e: -0.06, -0.04, 0.08, -0.15, -0.24

=====

Here is a 3-piece molecular cluster, C5H16NO2 overall at a distorted geometry from the OMol25 dataset. Energies are from ωB97M-V/def2-TZVPD.

## Properties
- Kohn-Sham gap: 10.6546 eV
- Largest force on an atom: 2.70 eV Å⁻¹
- Net charge: +1

Geometry as XYZ:
```
24
C5H16NO2 | the OMol25 dataset | ωB97M-V/def2-TZVPD
O -1.861 -0.405 -0.966
O -1.242 -2.962 -0.400
N -0.063 0.432 -2.697
C 0.975 0.447 -0.506
C 1.659 0.925 0.731
C 0.685 1.245 1.898
C 0.714 1.111 -1.616
C 0.083 0.081 2.690
H 2.475 0.229 1.016
H -0.793 -0.345 2.188
H 1.049 1.936 2.687
H -1.947 -3.461 0.039
H -0.806 1.003 -3.137
H 0.660 0.148 -3.388
H -0.921 -3.457 -1.173
H -0.154 0.325 3.727
H 0.030 2.011 1.415
H -1.719 -1.322 -0.624
H 2.176 1.901 0.701
H 1.011 2.115 -1.885
H 0.774 -0.753 2.679
H 0.587 -0.524 -0.214
H -0.541 -0.330 -2.206
H -2.828 -0.349 -0.957
```

Here are the Löwdin charges for atoms 1 to 5, given in e: -0.08, -0.04, 0.17, -0.08, -0.20

=====

Here is a 3-piece molecular cluster, C5H16NO2 overall at a distorted geometry from the OMol25 dataset. Energies are from ωB97M-V/def2-TZVPD.

## Properties
- Kohn-Sham gap (spin up / spin down): 9.4050 / 3.7073 eV
- Largest force on an atom: 7.18 eV Å⁻¹
- Net charge: +2
- Spin multiplicity: 2

Geometry as XYZ:
```
24
C5H16NO2 | the OMol25 dataset | ωB97M-V/def2-TZVPD
O 2.951 -1.871 -0.508
O -1.475 -1.595 -2.785
N -0.929 0.103 -0.793
C -1.234 1.312 1.263
C 0.942 0.315 2.417
C 0.297 -0.467 -0.784
C 0.151 1.610 1.885
C -1.344 1.437 -0.255
H -2.371 1.693 -0.534
H -1.829 -2.501 -2.507
H 1.119 0.465 3.455
H 1.832 -0.089 1.765
H -1.652 -0.489 -0.960
H 0.009 2.415 2.696
H 0.841 2.245 1.202
H -1.896 2.046 1.697
H 3.411 -2.027 0.304
H -1.566 0.398 1.669
H 0.228 -0.372 2.189
H -0.635 -1.675 -3.239
H 3.393 -1.017 -0.872
H -0.633 2.287 -0.413
H 1.258 -0.141 -0.489
H 0.324 -1.483 -1.218
```

Here are the Löwdin charges for atoms 1 to 5, given in e: -0.06, -0.06, 0.12, -0.14, 0.05

=====

Here is a 4-piece molecular cluster, C5H16NO5 overall at a distorted geometry from the OMol25 dataset. Energies are from ωB97M-V/def2-TZVPD.

## Properties
- Kohn-Sham gap: 8.0277 eV
- Largest force on an atom: 4.30 eV Å⁻¹
- Net charge: -1

Geometry as XYZ:
```
27
C5H16NO5 | the OMol25 dataset | ωB97M-V/def2-TZVPD
O 2.592 -1.048 1.593
O 1.129 -2.338 -0.070
O -0.386 1.218 -3.760
O -3.201 2.262 1.254
O -0.128 -2.538 2.165
N 0.801 -0.254 -1.229
C -2.192 1.629 1.452
C -0.765 2.119 1.329
C -0.270 0.175 -0.359
C 0.915 -1.741 -1.260
C -0.362 1.644 -0.082
H -0.597 3.182 1.474
H 2.007 -1.380 0.834
H -1.034 1.691 -3.226
H -2.270 0.530 1.583
H -0.034 -2.074 -1.748
H -1.214 -0.016 -0.951
H 1.691 0.210 -1.112
H 0.746 1.870 -0.075
H 2.246 -1.492 2.363
H -0.299 -0.504 0.507
H 1.792 -1.910 -1.922
H -0.734 2.340 -0.842
H 0.346 -2.353 1.286
H -0.651 -3.322 1.941
H -0.031 0.538 -3.129
H -0.097 1.562 1.985
```

Here are the Löwdin charges for atoms 1 to 5, given in e: -0.14, -0.30, -0.10, 0.02, -0.15

=====

Here is C5H16NOSn as an isolated structure at a distorted geometry from the OMol25 dataset. Energies are from ωB97M-V/def2-TZVPD.

## Properties
- Kohn-Sham gap (spin up / spin down): 2.6811 / 2.6810 eV
- Largest force on an atom: 5.33 eV Å⁻¹
- Net charge: -1

Geometry as XYZ:
```
24
C5H16NOSn | the OMol25 dataset | ωB97M-V/def2-TZVPD
Sn 0.007 -1.530 -1.413
O 0.361 0.147 -0.115
N -1.355 -2.130 0.453
C 1.162 0.755 2.058
C -0.004 1.681 1.699
C 1.553 0.079 0.749
C -0.567 1.164 0.383
C -0.453 0.131 -3.016
H 0.525 0.433 -2.618
H -0.753 -2.224 1.280
H -2.060 -1.417 0.663
H -1.097 1.020 -2.963
H -1.554 0.691 0.508
H -0.772 1.706 2.475
H 0.357 2.707 1.562
H 1.833 -0.978 0.857
H -0.642 1.936 -0.391
H -0.331 -0.219 -4.049
H 2.357 0.608 0.221
H -1.832 -3.025 0.315
H 0.843 0.000 2.788
H 1.614 -2.071 -1.505
H 2.008 1.289 2.493
H -1.202 -0.755 -2.434
```

Here are the Löwdin charges for atoms 1 to 5, given in e: 0.48, -0.41, -0.14, -0.23, -0.23

=====

Here is C5H16NOSn as an isolated structure at a distorted geometry from the OMol25 dataset. Energies are from ωB97M-V/def2-TZVPD.

## Properties
- Kohn-Sham gap: 8.7091 eV
- Largest force on an atom: 2.90 eV Å⁻¹
- Net charge: +1

Geometry as XYZ:
```
24
C5H16NOSn | the OMol25 dataset | ωB97M-V/def2-TZVPD
Sn 0.506 0.328 -1.704
O 0.002 -0.434 0.955
N 0.705 -1.900 -1.235
C -0.053 1.039 2.867
C 0.489 0.011 -3.917
C -1.463 0.966 2.259
C -1.397 -0.215 1.287
C 0.848 0.269 1.889
H 1.505 -1.987 -0.594
H 1.464 -0.477 2.412
H 2.044 0.883 -2.379
H -0.033 0.536 3.843
H -1.770 -1.134 1.770
H 1.527 0.932 1.324
H 0.289 2.067 2.999
H -2.222 0.804 3.022
H -1.955 -0.070 0.346
H -0.134 -2.202 -0.740
H 0.486 0.988 -4.415
H -0.465 -0.504 -4.147
H -0.850 1.321 -1.257
H -1.708 1.881 1.710
H 1.330 -0.613 -4.231
H 0.856 -2.488 -2.063
```

Here are the Löwdin charges for atoms 1 to 5, given in e: 1.13, -0.32, 0.03, -0.14, -0.34